1.
This record from the OMol25 dataset describes a 7-piece molecular cluster, C13H40N6O7 overall. The level of theory is wB97M-V/def2-TZVPD.

```
66
Properties=species:S:1:pos:R:3
N 16.760 -0.184 -20.308
C 16.255 -0.107 -21.510
N 14.996 0.315 -21.468
O 17.074 -0.367 -22.645
H 17.805 -0.328 -20.322
H 16.252 0.036 -19.411
H 14.361 0.385 -20.651
H 14.688 0.819 -22.346
N 15.518 2.251 -24.264
C 14.850 1.166 -24.365
N 13.758 1.238 -23.616
O 15.189 0.078 -25.149
H 16.444 2.202 -24.717
H 15.312 3.049 -23.616
H 12.995 0.621 -24.017
H 13.419 2.132 -23.432
N 15.544 2.668 -20.058
C 14.989 3.688 -20.647
N 14.851 4.740 -19.874
O 14.711 3.692 -21.995
H 15.640 1.781 -20.689
H 15.649 2.590 -19.064
H 14.665 5.571 -20.360
H 14.934 4.830 -18.855
C 11.284 -0.156 -21.124
C 9.846 -0.612 -21.314
C 9.685 -1.035 -22.798
O 9.495 -1.533 -20.587
H 11.349 0.361 -20.225
H 11.547 0.443 -21.959
H 12.028 -0.987 -21.055
H 9.190 0.221 -21.149
H 10.130 -2.020 -22.987
H 10.141 -0.387 -23.506
H 8.643 -1.093 -23.112
H 9.418 -1.355 -19.658
C 11.548 3.326 -20.785
C 11.365 3.856 -22.190
C 10.435 3.033 -23.027
O 10.960 5.029 -22.366
H 10.520 3.118 -20.406
H 12.106 3.896 -20.028
H 12.127 2.388 -20.922
H 12.303 3.918 -22.704
H 10.771 3.108 -24.056
H 9.450 3.576 -23.114
H 10.212 2.014 -22.745
H 10.898 5.170 -23.347
C 14.230 -4.187 -23.742
C 14.299 -2.851 -23.195
C 12.982 -2.089 -23.272
O 14.692 -2.734 -22.020
H 15.053 -4.908 -23.442
H 14.363 -4.192 -24.830
H 13.277 -4.674 -23.415
H 15.027 -2.342 -23.861
H 12.225 -2.626 -22.743
H 12.527 -2.007 -24.257
H 13.046 -1.132 -22.816
H 14.962 -1.790 -21.920
C 11.992 -0.162 -26.175
O 11.535 0.805 -25.225
H 12.170 0.211 -27.137
H 11.378 -1.036 -26.400
H 13.012 -0.505 -25.894
H 10.691 1.196 -25.490
```

The frontier orbital gap is 8.401 eV. The value obtained for the HOMO energy is -0.3133 hartree. The relative energy (zero: lowest compared OMol25 entry of this formula, charge and spin) comes out at 734.34 kJ/mol. Its SMILES is NC(N)=O.NC(N)=O.NC(N)=O.CC(C)O.CC(C)O.CC(C)O.CO. The energy is -1374.32401 a.u. The net charge is 0.

Löwdin charges, unit e, in atom order: N 0.1315; C -0.6021; N 0.1050; O -0.1035; H 0.1545; H 0.1383; H 0.1433; H 0.0649; N 0.1832; C -0.6238; N 0.1262; O -0.1003; H 0.1453; H 0.0963; H 0.1027; H 0.0694; N 0.1586; C -0.5901; N 0.1712; O -0.1202; H 0.0959; H 0.1097; H 0.1015; H 0.1366; C -0.0539; C -0.6328; C -0.0180; O 0.0602; H 0.0481; H 0.0363; H 0.0926; H 0.1317; H 0.0791; H 0.0356; H 0.0798; H 0.1254; C -0.0177; C -0.6701; C -0.0380; O 0.0037; H 0.1001; H 0.0704; H 0.0590; H 0.1051; H 0.0722; H 0.1119; H 0.0579; H 0.1463; C -0.0559; C -0.6846; C -0.0401; O 0.0220; H 0.1036; H 0.0869; H 0.0927; H 0.1428; H 0.0671; H 0.0763; H 0.0232; H 0.0808; C -0.1421; O -0.1537; H 0.0572; H 0.0848; H 0.0701; H 0.0892



2.
This record from the OMol25 dataset describes C46H57CdCl3GeN8S as an isolated structure. The level of theory is wB97M-V/def2-TZVPD.

```
117
Properties=species:S:1:pos:R:3
Cd 0.025 0.029 -0.253
C -1.040 3.309 5.411
C -1.612 2.013 4.832
C -1.509 1.952 3.341
C -2.401 2.428 2.429
C -3.724 3.076 2.692
C -4.888 2.102 2.488
C -1.866 2.103 1.114
N -0.701 1.425 1.268
C -0.435 1.321 2.587
C 0.690 0.693 3.132
C 1.699 -0.014 2.471
C 2.818 -0.708 3.101
C 3.142 -0.716 4.563
C 4.346 0.161 4.916
C 3.503 -1.329 2.101
C 2.808 -1.014 0.860
C 3.182 -1.450 -0.415
C 2.623 -1.100 -1.652
N 1.556 -0.288 -1.807
C 1.350 -0.084 -3.130
C 0.343 0.718 -3.675
C -0.662 1.435 -3.015
N -0.823 1.494 -1.674
C -1.946 2.196 -1.403
C -2.428 2.458 -0.113
C -2.551 2.627 -2.655
C -1.742 2.171 -3.655
C -1.915 2.346 -5.131
C -0.951 3.376 -5.727
C -3.815 3.417 -2.790
C -3.562 4.913 -2.996
C 2.340 -0.840 -3.880
C 3.126 -1.476 -2.964
C 4.307 -2.356 -3.233
C 5.608 -1.563 -3.389
C 2.432 -0.915 -5.371
C 1.432 -1.911 -5.965
N 1.748 -0.221 1.137
C 4.729 -2.180 2.213
C 6.003 -1.471 1.741
H -1.115 3.326 6.500
H -1.574 4.175 5.017
H 0.011 3.420 5.138
H -2.660 1.908 5.124
H -1.092 1.156 5.267
H -3.846 3.944 2.037
H -3.741 3.457 3.716
H -4.905 1.713 1.469
H -5.846 2.587 2.690
H -4.791 1.240 3.150
H 0.765 0.730 4.213
H 3.333 -1.743 4.894
H 2.276 -0.371 5.131
H 5.253 -0.212 4.439
H 4.514 0.186 5.994
H 4.185 1.183 4.569
H 4.038 -2.114 -0.453
H 0.320 0.769 -4.758
H -3.353 3.020 -0.057
H -2.944 2.652 -5.338
H -1.770 1.383 -5.632
H -1.087 4.348 -5.252
H -1.112 3.492 -6.801
H 0.085 3.077 -5.565
H -4.432 3.270 -1.901
H -4.399 3.026 -3.628
H -2.967 5.315 -2.175
H -4.499 5.470 -3.048
H -3.010 5.086 -3.920
H 4.125 -2.944 -4.137
H 4.423 -3.076 -2.418
H 5.555 -0.897 -4.251
H 6.465 -2.226 -3.520
H 5.783 -0.944 -2.507
H 3.447 -1.199 -5.661
H 2.256 0.076 -5.800
H 1.622 -2.916 -5.584
H 1.496 -1.937 -7.055
H 0.411 -1.646 -5.683
H 4.591 -3.093 1.626
H 4.854 -2.496 3.252
H 5.900 -1.140 0.707
H 6.869 -2.133 1.805
H 6.202 -0.586 2.347
C 0.239 -3.892 5.963
C 0.085 -2.642 5.106
N 0.445 -2.895 3.733
C -0.272 -2.615 2.606
S -1.781 -1.768 2.813
N 0.281 -3.024 1.498
N -0.337 -2.552 0.378
C -0.071 -3.146 -0.727
C 0.821 -4.341 -0.868
C -0.796 -2.620 -1.906
C -0.894 -3.355 -3.084
C -1.680 -2.864 -4.114
C -2.340 -1.660 -3.941
C -2.163 -0.982 -2.742
N -1.403 -1.438 -1.758
H -0.108 -3.704 6.981
H 1.284 -4.209 6.018
H -0.344 -4.711 5.543
H 0.702 -1.834 5.516
H -0.947 -2.299 5.126
H 1.361 -3.268 3.535
H 1.433 -4.437 0.024
H 1.460 -4.237 -1.747
H 0.226 -5.252 -0.979
H -0.388 -4.304 -3.184
H -1.783 -3.426 -5.034
H -2.981 -1.247 -4.708
H -2.658 -0.037 -2.560
Cl -4.589 -1.015 -0.826
Ge -3.337 -2.041 0.842
Cl -5.009 -1.945 2.352
Cl -3.439 -4.197 0.265
```

Its spin multiplicity is 2. The frontier orbital gap (alpha / beta) is 5.587 / 5.752 eV. The value obtained for the HOMO energy (alpha / beta) is -0.1465 / -0.1530 hartree. The energy is -6248.82111 a.u. Its expectation value of S² is 0.756. The net charge is -1.

Löwdin population analysis, charges in e, atoms 1 to 99: Cd 1.3919; C -0.0940; C -0.1982; C -0.1466; C -0.1324; C -0.1978; C -0.0857; C -0.2426; N 0.0119; C -0.2856; C 0.0293; C -0.2499; C -0.1436; C -0.2083; C -0.0834; C -0.1418; C -0.2518; C 0.0425; C -0.2514; N 0.0214; C -0.2443; C 0.0445; C -0.2817; N 0.0114; C -0.2499; C 0.0542; C -0.1420; C -0.1528; C -0.1951; C -0.0915; C -0.1950; C -0.0876; C -0.1371; C -0.1412; C -0.2034; C -0.0918; C -0.1954; C -0.0879; N 0.0255; C -0.1958; C -0.0908; H 0.0647; H 0.0685; H 0.0721; H 0.1094; H 0.0991; H 0.1062; H 0.0985; H 0.0627; H 0.0677; H 0.0626; H 0.0953; H 0.1069; H 0.0829; H 0.0554; H 0.0676; H 0.0804; H 0.0963; H 0.1005; H 0.0995; H 0.1027; H 0.1040; H 0.0649; H 0.0666; H 0.0666; H 0.1012; H 0.1066; H 0.0764; H 0.0661; H 0.0584; H 0.1048; H 0.1004; H 0.0680; H 0.0656; H 0.0710; H 0.0992; H 0.1065; H 0.0733; H 0.0666; H 0.0552; H 0.1089; H 0.1022; H 0.0620; H 0.0677; H 0.0635; C -0.0890; C -0.2913; N -0.0169; C -0.7482; S 0.5870; N -0.0010; N -0.0571; C -0.3263; C -0.0323; C -0.2598; C -0.0161; C -0.0721; C -0.0492; C -0.2144



Among the records above, which one has the highest energy?
C13H40N6O7



Which value of energy does entry 1 give?
-1374.32401 a.u.



Among the records above, which one has the highest net charge?
C13H40N6O7



Number 2 is which compound?
C46H57CdCl3GeN8S